Arrangement one

C40H120O20 | ωB97M-V/def2-TZVPD

Element x y z (Å)
C -13.85 -21.00 5.65
C -13.73 -19.53 5.65
O -14.62 -19.08 6.66
H -13.70 -21.34 6.71
H -13.19 -21.46 4.91
H -14.89 -21.22 5.46
H -14.03 -19.13 4.68
H -12.72 -19.27 5.88
H -14.42 -18.14 6.77
C -22.09 -15.79 -0.61
C -22.45 -14.71 0.44
O -21.20 -14.05 0.82
H -21.68 -16.73 -0.18
H -21.33 -15.41 -1.26
H -22.98 -15.92 -1.28
H -22.93 -15.18 1.34
H -23.08 -13.98 -0.11
H -21.37 -13.34 1.44
C -17.53 -20.14 2.96
C -17.49 -19.23 1.75
O -18.57 -18.30 1.87
H -18.40 -20.78 2.94
H -17.48 -19.58 3.89
H -16.66 -20.82 2.95
H -17.61 -19.83 0.80
H -16.51 -18.72 1.59
H -18.54 -17.56 1.21
C -13.44 -11.29 5.83
C -12.76 -12.26 6.70
O -13.69 -13.17 7.25
H -14.29 -11.67 5.26
H -12.75 -10.85 5.06
H -13.80 -10.40 6.46
H -12.29 -11.64 7.44
H -12.08 -12.84 6.00
H -13.88 -13.86 6.57
C -17.97 -11.23 9.02
C -16.95 -11.64 7.90
O -15.61 -11.31 8.21
H -17.56 -11.58 10.00
H -19.00 -11.53 8.83
H -18.01 -10.16 9.06
H -17.25 -11.15 6.95
H -16.99 -12.70 7.74
H -15.05 -12.01 7.86
C -15.93 -7.76 3.67
C -17.03 -7.58 2.63
O -16.39 -7.45 1.35
H -16.28 -8.57 4.31
H -15.67 -6.89 4.28
H -15.08 -8.24 3.13
H -17.72 -6.77 2.86
H -17.65 -8.42 2.46
H -15.66 -6.86 1.32
C -16.89 -16.04 -0.06
C -17.91 -14.97 0.29
O -18.92 -15.58 1.13
H -16.36 -16.37 0.79
H -16.17 -15.62 -0.77
H -17.42 -16.80 -0.60
H -18.34 -14.55 -0.62
H -17.40 -14.13 0.82
H -19.84 -15.14 1.04
C -16.83 -14.74 -3.93
C -15.88 -13.57 -4.25
O -14.78 -13.45 -3.25
H -17.19 -14.53 -2.90
H -16.23 -15.63 -3.98
H -17.60 -14.94 -4.76
H -16.35 -12.61 -4.10
H -15.45 -13.55 -5.26
H -14.27 -14.27 -3.34
C -18.73 -13.29 5.07
C -19.38 -14.54 4.60
O -18.55 -15.40 3.91
H -18.03 -13.45 5.90
H -19.37 -12.51 5.42
H -18.10 -12.83 4.27
H -20.28 -14.31 4.04
H -19.80 -15.04 5.49
H -18.65 -15.39 2.91
C -17.44 -17.76 9.00
C -17.95 -17.89 7.58
O -19.33 -17.55 7.47
H -18.02 -18.29 9.76
H -17.41 -16.66 9.29
H -16.44 -18.19 8.99
H -17.66 -18.83 7.11
H -17.35 -17.14 6.97
H -19.44 -17.41 6.54
C -21.76 -16.94 3.90
C -20.84 -18.13 4.23
O -19.63 -17.69 4.82
H -22.10 -16.57 4.79
H -22.61 -17.51 3.40
H -21.32 -16.27 3.16
H -20.57 -18.60 3.25
H -21.36 -18.87 4.89
H -19.17 -16.91 4.31
C -10.65 -13.26 0.65
C -11.99 -12.68 0.11
O -12.76 -12.20 1.16
H -10.15 -12.35 1.11
H -10.06 -13.86 -0.03
H -10.97 -13.88 1.50
H -12.54 -13.33 -0.55
H -11.65 -11.83 -0.50
H -13.71 -12.35 0.90
C -17.63 -11.14 2.14
C -16.31 -10.92 1.38
O -15.68 -12.16 0.91
H -18.50 -11.02 1.52
H -17.78 -10.50 2.99
H -17.74 -12.17 2.61
H -15.61 -10.35 2.03
H -16.49 -10.19 0.57
H -15.82 -12.07 -0.06
C -22.57 -10.28 1.48
C -21.30 -10.66 2.25
O -21.49 -11.97 2.77
H -22.91 -11.22 0.94
H -22.61 -9.41 0.87
H -23.26 -10.06 2.30
H -21.12 -9.95 3.04
H -20.44 -10.82 1.57
H -22.09 -11.97 3.60
C -15.17 -14.34 3.16
C -15.46 -14.66 4.62
O -14.22 -14.96 5.33
H -14.77 -15.14 2.56
H -14.43 -13.53 3.18
H -16.11 -13.94 2.68
H -16.22 -15.41 4.77
H -15.77 -13.76 5.11
H -13.60 -15.54 4.85
C -14.43 -9.47 -1.62
C -15.28 -10.39 -2.46
O -15.71 -11.47 -1.67
H -14.18 -8.59 -2.12
H -13.53 -10.05 -1.25
H -14.94 -9.21 -0.68
H -14.73 -10.78 -3.24
H -16.11 -9.98 -3.01
H -15.52 -12.30 -2.15
C -13.10 -16.83 -0.46
C -12.46 -16.65 -1.85
O -13.51 -16.21 -2.71
H -12.49 -17.38 0.25
H -14.00 -17.45 -0.52
H -13.41 -15.93 0.03
H -12.10 -17.64 -2.07
H -11.56 -15.97 -1.86
H -13.55 -16.83 -3.47
C -21.15 -14.02 10.41
C -20.26 -15.01 9.66
O -20.70 -15.18 8.34
H -21.27 -13.18 9.82
H -20.61 -13.62 11.29
H -22.14 -14.33 10.66
H -20.24 -15.98 10.22
H -19.20 -14.64 9.68
H -20.13 -15.89 7.98
C -22.83 -9.79 5.82
C -23.39 -11.16 6.05
O -22.73 -12.17 5.25
H -23.03 -9.55 4.80
H -21.76 -9.71 5.99
H -23.37 -9.11 6.43
H -24.43 -11.20 5.72
H -23.29 -11.47 7.07
H -22.72 -13.04 5.70
C -24.71 -14.99 8.48
C -24.05 -15.32 7.18
O -23.04 -14.32 6.91
H -25.32 -14.14 8.47
H -23.87 -14.79 9.19
H -25.30 -15.87 8.88
H -24.70 -15.18 6.34
H -23.70 -16.32 7.13
H -22.30 -14.46 7.48

Values from the calculation:
Lowest unoccupied orbital energy ... 0.1717 eV
Gap between HOMO and LUMO ... 9.45 eV
HOMO energy ... -9.3 eV

These are the Löwdin partial charges, in e, on atoms 1 to 99: C -0.100; C -0.367; O -0.081; H 0.097; H 0.082; H 0.068; H 0.109; H 0.105; H 0.087; C -0.087; C -0.246; O -0.117; H 0.078; H 0.057; H 0.085; H 0.119; H 0.112; H 0.029; C -0.083; C -0.317; O -0.113; H 0.074; H 0.069; H 0.069; H 0.114; H 0.099; H 0.056; C -0.127; C -0.329; O -0.112; H 0.066; H 0.092; H 0.095; H 0.112; H 0.133; H 0.043; C -0.069; C -0.312; O -0.094; H 0.086; H 0.057; H 0.050; H 0.102; H 0.084; H 0.026; C -0.074; C -0.283; O -0.099; H 0.060; H 0.076; H 0.084; H 0.106; H 0.066; H 0.064; C -0.075; C -0.258; O -0.152; H 0.056; H 0.069; H 0.078; H 0.111; H 0.097; H 0.090; C -0.065; C -0.248; O -0.127; H 0.076; H 0.052; H 0.104; H 0.093; H 0.115; H 0.065; C -0.059; C -0.323; O -0.090; H 0.057; H 0.071; H 0.057; H 0.103; H 0.113; H 0.093; C -0.086; C -0.313; O -0.098; H 0.070; H 0.090; H 0.062; H 0.107; H 0.123; H 0.013; C -0.065; C -0.284; O -0.150; H 0.030; H 0.100; H 0.061; H 0.098; H 0.129; H 0.083

---

Arrangement two

C40H120O20 | ωB97M-V/def2-TZVPD

Element x y z (Å)
C 1.98 5.91 3.93
C 1.84 4.44 4.15
O 1.50 3.73 2.96
H 1.06 6.40 3.62
H 2.78 6.19 3.26
H 2.36 6.35 4.89
H 1.09 4.20 4.90
H 2.79 4.11 4.57
H 2.09 4.03 2.26
C 3.02 -4.23 0.57
C 3.27 -3.59 -0.79
O 3.00 -2.21 -0.73
H 1.95 -4.16 0.82
H 3.53 -3.69 1.37
H 3.41 -5.27 0.52
H 2.73 -4.08 -1.60
H 4.32 -3.76 -1.03
H 3.23 -1.76 -1.54
C -1.46 1.09 -3.84
C -1.58 0.02 -2.76
O -1.93 -1.21 -3.32
H -2.36 1.34 -4.37
H -0.81 0.82 -4.65
H -1.01 1.93 -3.36
H -2.33 0.43 -2.09
H -0.60 0.03 -2.22
H -1.81 -1.89 -2.69
C 6.75 1.29 -3.62
C 6.17 1.67 -2.28
O 5.47 0.63 -1.69
H 5.96 0.84 -4.26
H 7.51 0.52 -3.47
H 7.19 2.16 -4.13
H 5.45 2.51 -2.27
H 7.00 2.02 -1.60
H 6.01 -0.06 -1.30
C -0.33 3.54 -0.48
C -0.26 5.00 -0.23
O 1.00 5.54 -0.58
H -1.28 3.10 -0.24
H 0.38 3.05 0.18
H -0.08 3.33 -1.58
H -0.46 5.12 0.88
H -1.04 5.51 -0.78
H 1.00 6.53 -0.62
C -0.86 0.04 1.09
C 0.56 -0.32 0.74
O 0.64 -1.70 0.42
H -1.11 -0.50 2.01
H -1.59 -0.23 0.30
H -0.95 1.13 1.25
H 1.27 -0.13 1.59
H 0.97 0.25 -0.12
H 1.48 -1.83 -0.05
C 3.35 -4.65 -4.38
C 4.10 -5.88 -3.98
O 5.29 -5.98 -4.68
H 3.06 -4.64 -5.45
H 3.93 -3.76 -4.05
H 2.40 -4.55 -3.83
H 3.42 -6.72 -4.26
H 4.22 -5.91 -2.89
H 5.58 -6.92 -4.71
C -3.46 -2.43 -0.30
C -2.47 -3.53 -0.48
O -1.29 -3.05 -1.20
H -4.34 -2.76 0.28
H -3.84 -2.04 -1.27
H -3.09 -1.55 0.25
H -2.89 -4.31 -1.13
H -2.19 -3.95 0.50
H -0.80 -2.43 -0.66
C 2.00 5.03 -3.87
C 1.92 3.53 -4.03
O 3.22 2.92 -3.86
H 2.77 5.32 -4.55
H 2.20 5.29 -2.82
H 1.07 5.49 -4.22
H 1.54 3.27 -5.01
H 1.26 2.97 -3.36
H 3.82 3.37 -4.47
C -4.71 -1.45 2.92
C -5.62 -2.64 3.17
O -5.35 -3.31 4.46
H -3.66 -1.64 2.88
H -4.94 -0.74 3.71
H -4.97 -0.97 1.98
H -5.46 -3.33 2.31
H -6.69 -2.43 3.21
H -4.84 -4.09 4.22
C -0.35 -5.95 -3.86
C 0.15 -5.98 -2.40
O 1.36 -6.75 -2.24
H -1.32 -5.50 -3.92
H -0.35 -6.94 -4.34
H 0.23 -5.29 -4.49
H -0.57 -6.35 -1.70
H 0.34 -4.97 -2.12
H 1.11 -7.56 -1.84
C 1.36 -1.54 -3.95
C 2.18 -0.39 -3.46
O 3.45 -0.96 -3.01
H 1.86 -2.01 -4.81
H 0.34 -1.22 -4.27
H 1.29 -2.16 -3.05
H 1.69 0.13 -2.62
H 2.42 0.35 -4.20
H 4.03 -0.22 -2.84
C -6.15 1.49 -0.81
C -4.95 0.57 -0.42
O -4.47 0.98 0.86
H -6.43 1.31 -1.85
H -5.72 2.52 -0.75
H -7.00 1.42 -0.16
H -4.23 0.81 -1.17
H -5.15 -0.47 -0.40
H -4.15 1.88 0.77
C -3.41 4.05 -2.40
C -2.64 4.93 -3.35
O -1.40 4.30 -3.71
H -3.63 3.06 -2.88
H -4.42 4.40 -2.03
H -2.85 3.84 -1.50
H -2.34 5.90 -2.91
H -3.28 5.19 -4.22
H -1.59 3.46 -4.15
C -5.58 4.86 1.67
C -4.16 4.73 2.15
O -3.42 3.87 1.26
H -6.16 5.46 2.36
H -6.03 3.85 1.61
H -5.60 5.34 0.64
H -4.09 4.36 3.16
H -3.71 5.71 2.05
H -2.60 3.69 1.76
C 3.35 1.08 4.09
C 3.68 -0.22 3.38
O 4.79 -0.89 4.03
H 4.15 1.85 4.02
H 3.21 0.91 5.16
H 2.45 1.54 3.69
H 3.93 -0.08 2.35
H 2.77 -0.86 3.51
H 4.90 -1.71 3.59
C 0.44 -3.10 3.68
C -0.90 -2.41 3.66
O -1.69 -3.03 4.68
H 0.32 -4.19 3.81
H 0.91 -2.71 4.62
H 1.10 -2.89 2.85
H -1.37 -2.52 2.69
H -0.78 -1.34 3.86
H -2.46 -2.48 4.90
C 3.59 2.18 0.63
C 3.69 3.54 -0.06
O 3.25 4.60 0.83
H 4.18 2.13 1.55
H 3.90 1.41 -0.07
H 2.56 2.09 0.94
H 3.06 3.49 -0.97
H 4.71 3.74 -0.31
H 2.58 5.17 0.41
C -2.21 -7.26 3.77
C -3.34 -6.30 4.15
O -3.23 -5.08 3.41
H -1.26 -6.80 4.09
H -2.25 -7.34 2.68
H -2.21 -8.24 4.20
H -3.30 -6.11 5.21
H -4.33 -6.66 3.90
H -2.48 -4.55 3.73
C -2.28 1.51 4.10
C -1.00 2.33 3.93
O -1.12 3.28 2.85
H -3.09 2.07 4.53
H -2.04 0.64 4.69
H -2.63 1.23 3.14
H -0.13 1.68 3.69
H -0.73 2.86 4.85
H -0.20 3.55 2.63

Values from the calculation:
Lowest unoccupied orbital energy ... 0.3058 eV
Gap between HOMO and LUMO ... 10.05 eV
HOMO energy ... -9.7 eV

These are the Löwdin partial charges, in e, on atoms 1 to 99: C -0.081; C -0.292; O -0.117; H 0.076; H 0.066; H 0.096; H 0.105; H 0.112; H 0.048; C -0.066; C -0.301; O -0.097; H 0.067; H 0.069; H 0.089; H 0.091; H 0.111; H 0.028; C -0.078; C -0.315; O -0.049; H 0.079; H 0.069; H 0.036; H 0.085; H 0.110; H 0.017; C -0.081; C -0.348; O -0.093; H 0.085; H 0.076; H 0.081; H 0.102; H 0.129; H 0.110; C -0.080; C -0.301; O -0.097; H 0.052; H 0.065; H 0.092; H 0.125; H 0.108; H 0.132; C -0.059; C -0.294; O -0.110; H 0.050; H 0.066; H 0.072; H 0.111; H 0.104; H 0.033; C -0.105; C -0.370; O -0.075; H 0.095; H 0.079; H 0.044; H 0.116; H 0.104; H 0.098; C -0.101; C -0.254; O -0.111; H 0.079; H 0.082; H 0.055; H 0.118; H 0.115; H 0.035; C -0.070; C -0.313; O -0.108; H 0.067; H 0.063; H 0.079; H 0.109; H 0.085; H 0.083; C -0.084; C -0.265; O -0.104; H 0.050; H 0.079; H 0.049; H 0.098; H 0.110; H 0.022; C -0.067; C -0.279; O -0.077; H 0.058; H 0.077; H 0.057; H 0.103; H 0.075; H 0.055

---

Result of the stability comparison: arrangement one is the least stable of them.